1.
16
Properties=species:S:1:pos:R:3:forces:R:3 method="wB97M-V/def2-TZVPD" homo_energy_ev="-13.25 / -13.25" charge=+1 smiles="[H]/N=c1/cnc#[n+]c2cc[nH]c12" de_lowest_kcal_mol=49.0 orbital_gap_ev="6.81 / 6.81"
H -0.405603 -2.360853 0.962277 -0.8 -0.2 -0.6
N -1.320876 -2.306399 0.457517 1.1 -0.3 0.8
C -1.539424 -1.148472 -0.012094 2.5 0.7 0.5
C -2.898114 -0.997928 -0.418667 -1.0 -3.8 -1.8
N -3.449059 0.127227 -0.519858 -2.8 1.6 -0.2
C -2.968286 1.197526 -0.151983 3.8 2.0 1.0
N -2.133555 2.020242 0.209094 -1.0 -1.9 -1.2
C -0.791652 1.385521 0.086950 0.6 0.4 0.3
C 0.468341 2.036922 0.303570 -0.6 -2.5 1.4
C 1.423156 0.986822 0.455939 -3.0 1.7 -1.7
N 0.800848 -0.175643 0.110662 -1.4 0.7 0.4
C -0.557935 0.018599 -0.060670 -0.9 -0.8 0.3
H -3.444670 -1.975966 -0.740800 0.8 1.9 0.9
H 0.455591 2.992684 0.748659 0.7 1.1 -0.1
H 2.442374 1.062864 0.672862 1.3 -0.1 0.2
H 1.219470 -1.061284 -0.051501 0.6 -0.6 0.0

2.
27
Properties=species:S:1:pos:R:3:forces:R:3 method="wB97M-V/def2-TZVPD" homo_energy_ev="-17.92 / -17.91" charge=+2 multiplicity=2 de_lowest_kcal_mol=0.0 orbital_gap_ev="10.46 / 6.25"
O -1.859671 -2.552847 -4.271809 0.2 2.9 0.2
C -1.757271 -1.417822 -4.160343 -0.2 -2.9 -0.2
Cu -0.845010 1.451916 -2.112911 0.2 -1.3 0.5
C -2.611064 1.949576 -2.358223 -6.2 2.9 1.2
C 0.232890 1.922549 -3.542575 4.9 2.7 -3.4
O -3.651084 2.463276 -2.245766 4.8 -2.5 -0.9
O 1.029027 2.422050 -4.224398 -3.7 -2.3 2.7
C 2.202258 -0.248905 -0.743138 0.6 0.0 -0.4
N 1.555302 -0.354182 0.570732 0.6 -0.3 0.4
C 2.432424 -0.729354 1.697048 0.2 0.0 -0.1
C 0.204760 -0.149818 0.528190 -1.2 0.7 -3.3
O -0.273683 0.078922 -0.651094 0.6 0.0 2.0
N -0.692928 -0.170052 1.551269 0.5 -0.3 0.9
C -0.481499 -0.482482 2.971001 0.5 -0.1 0.2
C -2.050479 0.104834 1.150835 -0.8 0.0 0.4
H 3.287702 -0.413084 -0.645472 -0.6 0.1 0.1
H 2.023006 0.752623 -1.179367 0.0 -0.4 0.3
H 1.775106 -0.993730 -1.442919 0.1 0.3 0.4
H 2.439688 0.036515 2.471663 -0.1 0.1 0.0
H 2.146266 -1.688209 2.127654 -0.2 -0.1 0.0
H 3.450764 -0.827746 1.316123 -0.3 0.0 0.0
H -0.816167 0.347605 3.614070 0.1 0.0 -0.5
H -1.087474 -1.349533 3.281208 0.1 0.1 -0.4
H 0.568614 -0.689302 3.167656 -0.3 0.1 0.0
H -2.125277 1.087926 0.695101 0.1 0.2 -0.1
H -2.390455 -0.620678 0.417119 0.1 -0.2 -0.2
H -2.705743 0.069951 2.018348 0.2 0.0 0.1

3.
7
Properties=species:S:1:pos:R:3:forces:R:3 method="wB97M-V/def2-TZVPD" homo_energy_ev=-10.32 charge=0 smiles="O=CNO" de_lowest_kcal_mol=103.0 orbital_gap_ev=10.60
O 1.292620 -0.546464 0.038295 1.4 -1.8 -0.3
C 0.705013 0.477084 -0.030259 0.2 1.7 0.6
N -0.595983 0.640835 -0.181695 -6.0 1.7 4.3
O -1.235349 -0.584087 0.026356 -1.9 0.7 -0.8
H 0.898285 1.485105 0.086075 3.2 2.5 0.3
H -0.991310 1.251472 0.850351 1.8 -1.6 -4.3
H -0.423338 -1.040508 -0.000215 1.3 -3.1 0.3

4.
18
Properties=species:S:1:pos:R:3:forces:R:3 method="wB97M-V/def2-TZVPD" homo_energy_ev=-14.04 charge=+1 de_lowest_kcal_mol=46.6 orbital_gap_ev=9.14
C 0.472145 -0.698742 -1.301522 1.0 0.3 2.1
C 0.520457 0.569356 1.059855 1.5 -2.1 0.3
C -0.510008 0.512873 -1.231904 2.9 -2.6 1.0
C -0.271869 1.272782 0.126264 -2.6 1.2 -3.0
C -1.704404 1.742646 0.681089 -0.2 0.7 0.1
C 1.392874 -2.304021 0.395152 -0.8 -1.6 -1.5
N 0.825154 -1.086310 -0.125295 -1.3 1.5 -0.9
S 1.381894 0.575362 2.327279 -0.4 0.0 0.0
H 0.800026 -1.222054 -2.229171 -0.7 0.3 0.6
H -0.400895 1.114917 -2.072495 0.0 1.3 -1.3
H -1.304917 -0.175479 -1.400960 -2.1 0.4 0.5
H 0.385787 2.103120 -0.271919 -0.8 -0.3 1.0
H -2.453165 2.011593 -0.176352 1.8 -0.2 1.6
H -1.591449 2.552820 1.464873 -0.1 -0.6 -1.3
H -2.193808 0.933407 1.243482 0.4 -0.1 -0.4
H 2.439966 -2.194565 0.389895 1.4 0.1 0.6
H 1.230679 -3.243659 -0.279009 -0.2 1.8 1.1
H 0.981535 -2.464046 1.400740 0.3 -0.1 -0.3

5.
112
Properties=species:S:1:pos:R:3:forces:R:3 method="wB97M-V/def2-TZVPD" homo_energy_ev=-1.92 charge=-1 de_lowest_kcal_mol=0.0 orbital_gap_ev=4.22
Tl -0.203040 0.218887 -0.035244 0.1 0.3 -0.4
C -0.695482 6.461488 -1.759898 0.0 0.0 0.0
C -0.434193 5.963641 -0.333518 0.0 0.0 -0.1
C 0.190227 4.605759 -0.294188 0.0 0.0 0.1
C 1.487543 4.293203 -0.106178 0.0 0.0 0.0
C 2.641927 5.224606 0.082589 0.0 0.0 -0.1
C 3.384624 5.525086 -1.225152 0.0 0.0 0.0
C 1.617896 2.827464 -0.179230 -0.1 -0.1 0.0
C 2.783621 2.128115 -0.191524 0.0 -0.1 0.0
C 2.972605 0.695582 -0.390939 0.0 0.0 0.0
C 4.183105 0.010187 -0.493024 0.1 0.0 0.0
C 5.546040 0.633726 -0.550706 0.0 0.0 0.0
C 5.911111 1.140739 -1.950550 0.0 0.0 0.0
C 3.867147 -1.362628 -0.634152 0.1 0.0 0.0
C 2.474625 -1.464807 -0.598694 0.0 0.0 0.2
C 1.679485 -2.687408 -0.679224 0.0 0.1 0.0
C 0.328407 -2.822324 -0.736482 0.0 0.1 0.0
N -0.610115 -1.807392 -0.670612 0.1 0.2 0.0
C -1.860615 -2.299698 -1.004054 0.1 0.1 0.0
C -2.979079 -1.570698 -1.253496 0.0 0.1 0.0
C -3.130368 -0.118863 -1.307670 0.0 0.0 0.1
N -2.137293 0.772897 -1.011109 0.3 -0.1 0.0
C -2.627318 2.043375 -1.139496 0.0 0.0 0.1
C -1.868754 3.249580 -0.825953 0.0 -0.1 0.0
C -0.557793 3.352934 -0.483521 -0.1 -0.2 -0.1
N 0.343607 2.310027 -0.349866 0.0 -0.1 0.0
C -3.961618 1.968813 -1.541679 -0.1 0.0 0.1
C -4.280039 0.593768 -1.652702 -0.1 0.0 0.0
C -5.607363 -0.000832 -2.018458 0.0 0.0 0.1
C -6.434204 -0.402663 -0.791475 0.0 0.0 0.0
C -4.859303 3.134323 -1.834646 0.0 0.0 0.0
C -4.644911 3.714032 -3.236679 0.0 0.0 0.0
C -1.714171 -3.756224 -1.168621 0.0 -0.1 0.0
C -0.410956 -4.066402 -1.011124 0.0 0.0 0.0
C 0.235185 -5.407938 -1.145364 0.0 0.0 0.1
C 0.676874 -5.988304 0.202880 0.0 0.0 0.0
C -2.822543 -4.667782 -1.595964 0.0 0.0 0.0
C -2.971410 -4.722496 -3.119825 0.0 0.0 0.0
N 1.949268 -0.210586 -0.459699 -0.3 0.1 -0.1
C 4.832823 -2.502773 -0.760613 0.0 0.0 0.1
C 5.119845 -3.188612 0.580690 0.0 0.0 0.0
H -1.211726 7.424219 -1.755814 0.0 0.0 0.0
H -1.305551 5.747196 -2.313619 0.0 0.0 0.0
H 0.245185 6.579820 -2.301097 0.0 0.0 0.0
H -1.377395 5.941639 0.220311 0.0 0.0 0.0
H 0.216142 6.675850 0.180715 0.0 0.0 0.0
H 3.341468 4.786116 0.799720 0.0 0.0 0.0
H 2.287549 6.162521 0.517663 0.0 0.0 0.0
H 3.749038 4.602755 -1.679568 0.0 0.0 0.0
H 4.236492 6.188170 -1.057750 0.0 0.0 0.0
H 2.713905 6.002622 -1.942015 0.0 0.0 0.0
H 3.692136 2.706557 -0.064906 0.0 0.0 0.0
H 6.296237 -0.094638 -0.226271 0.0 0.0 0.0
H 5.605118 1.470586 0.153249 0.0 0.0 0.0
H 5.955198 0.308468 -2.656273 0.0 0.0 0.0
H 6.878008 1.652975 -1.962727 0.0 0.0 0.0
H 5.146999 1.833619 -2.307552 0.0 0.0 0.0
H 2.250962 -3.606131 -0.752815 0.0 0.0 0.0
H -3.869137 -2.138085 -1.502627 0.0 0.0 0.0
H -2.423516 4.179395 -0.887152 0.0 0.0 0.0
H -5.457794 -0.880380 -2.652846 0.0 0.0 0.0
H -6.181085 0.713946 -2.616611 0.0 0.0 0.0
H -5.912373 -1.173651 -0.219687 0.0 0.0 0.0
H -7.422299 -0.784030 -1.067133 0.0 0.0 0.0
H -6.568991 0.457683 -0.131175 0.0 0.0 0.0
H -4.695528 3.926764 -1.096171 0.0 0.0 0.0
H -5.905143 2.828814 -1.728015 0.0 0.0 0.0
H -3.603065 4.014058 -3.364251 0.0 0.0 0.0
H -5.280894 4.585558 -3.419759 0.0 0.0 0.0
H -4.865782 2.962117 -3.997191 0.0 0.0 0.0
H 1.104875 -5.323950 -1.803518 0.0 0.0 0.0
H -0.457639 -6.101227 -1.628439 0.0 0.0 0.0
H 1.369029 -5.309925 0.704000 0.0 0.0 0.0
H 1.169660 -6.955590 0.080271 0.0 0.0 0.0
H -0.187088 -6.126396 0.857367 0.0 0.0 0.0
H -3.762685 -4.328684 -1.153676 0.0 0.0 0.0
H -2.640111 -5.674522 -1.210912 0.0 0.0 0.0
H -3.125153 -3.719425 -3.519733 0.0 0.0 0.0
H -3.814598 -5.349041 -3.419764 0.0 0.0 0.0
H -2.064497 -5.124460 -3.575906 0.0 0.0 0.0
H 5.774426 -2.142911 -1.187314 0.0 0.0 0.0
H 4.439864 -3.244176 -1.463426 0.0 0.0 0.0
H 5.601700 -2.489886 1.269291 0.0 0.0 0.0
H 5.770091 -4.061515 0.465522 0.0 0.0 0.0
H 4.184903 -3.512937 1.043545 0.0 0.0 0.0
N -0.980019 -1.839156 2.695807 0.0 0.0 -0.1
C -2.086547 -1.005154 2.515260 0.1 -0.3 0.1
C -3.323445 -1.456270 2.996260 0.0 0.0 0.0
C -4.411845 -0.627294 2.870793 -0.1 0.0 0.0
C -4.254561 0.627642 2.291316 0.1 0.1 0.0
C -3.006344 0.970319 1.821773 -0.1 -0.1 0.0
N -1.941902 0.158686 1.909709 0.1 0.1 0.1
C 0.358790 -1.493986 2.845709 -0.1 -0.2 0.1
C 1.174258 -2.339670 3.616820 -0.1 0.0 -0.1
C 2.477267 -1.970265 3.834373 0.1 -0.1 0.0
C 2.954797 -0.778131 3.294966 0.0 0.1 -0.1
C 2.099208 -0.042756 2.505890 0.1 -0.1 0.0
N 0.828687 -0.403396 2.268093 -0.1 0.2 0.1
H -1.212239 -2.736073 3.087359 0.0 0.0 0.0
H -3.404258 -2.431078 3.461015 0.0 0.0 0.0
H -5.380923 -0.952076 3.229571 0.0 0.0 0.0
H -5.081892 1.313088 2.177664 0.0 0.0 0.0
H -2.838650 1.913937 1.320507 0.0 0.0 0.0
H 0.768697 -3.254218 4.031264 0.0 0.0 0.0
H 3.126273 -2.606415 4.423814 0.0 0.0 0.0
H 3.971894 -0.447483 3.447697 0.0 0.0 0.0
H 2.437242 0.852157 1.995040 0.0 0.0 0.0
Cl -0.530645 1.535166 5.139341 0.0 0.1 -0.1
C 0.305099 2.653166 4.030518 0.0 -0.1 0.0
Cl -0.771119 3.376616 2.846170 -0.1 0.1 0.0
H 1.049526 2.079807 3.496585 0.1 0.0 0.0
H 0.753335 3.438522 4.626199 0.0 0.0 0.0

6.
105
Properties=species:S:1:pos:R:3:forces:R:3 method="wB97M-V/def2-TZVPD" homo_energy_ev=-2.49 charge=-2 de_lowest_kcal_mol=66.5 orbital_gap_ev=6.53
Ba 0.560400 0.033432 -0.494224 -1.2 5.1 6.1
C -3.605767 0.588386 -1.476711 0.1 0.2 -0.1
C -2.379194 1.462033 -1.592068 -0.1 0.0 -0.1
N -1.806907 2.049634 -0.605561 -0.1 0.1 0.0
N -2.481935 2.012891 0.591826 0.3 0.1 0.2
C -1.757470 2.251475 1.656217 -0.3 -0.2 -0.1
N -2.491610 2.425270 2.821057 0.3 0.1 0.0
S -0.034332 2.364175 1.800882 -0.7 0.6 -0.1
C -1.777489 1.653862 -2.953187 0.1 0.0 0.2
C -1.909309 0.643406 -3.908417 -0.1 -0.2 0.0
C -1.362705 0.819019 -5.163460 0.0 0.0 0.0
C -0.707972 2.007694 -5.451257 0.0 0.0 0.0
C -0.618726 2.955255 -4.444196 -0.1 -0.1 0.2
N -1.130963 2.799079 -3.221056 0.0 -0.1 -0.1
H -4.141460 0.840855 -0.566377 0.0 0.0 -0.1
H -3.306157 -0.461666 -1.403901 0.0 0.0 0.0
H -4.258402 0.702367 -2.347497 0.0 0.0 0.0
H -3.435855 2.082361 2.761037 -0.1 -0.1 -0.1
H -2.000683 2.136034 3.652178 0.0 0.0 -0.1
H -2.373669 -0.296070 -3.627438 0.1 0.1 0.0
H -1.417884 0.023759 -5.898262 0.0 0.0 0.0
H -0.260132 2.189664 -6.421632 0.0 0.0 0.1
H -0.100722 3.894563 -4.625058 0.0 0.0 0.0
C 1.840335 5.033273 -0.944716 0.0 0.0 0.1
N 2.654133 4.436158 0.103449 -0.1 0.1 0.1
C 3.037435 5.304416 1.207231 -0.1 -0.1 -0.1
C 2.627869 3.068261 0.217978 -0.1 -0.1 0.3
N 2.320624 2.251576 -0.716017 0.3 0.2 0.0
N 2.875786 2.606250 1.536309 0.2 0.0 -0.3
C 3.239382 1.259140 1.752945 -0.2 0.1 0.2
N 2.417293 0.632412 2.682644 0.1 0.0 -0.3
N 4.276400 0.783231 1.185677 0.0 0.1 0.0
H 2.428815 5.294224 -1.830320 0.0 0.0 0.0
H 1.372974 5.941169 -0.559775 0.0 0.0 0.0
H 1.037602 4.354093 -1.238113 0.0 0.0 0.0
H 3.319926 6.275504 0.798769 0.0 0.0 0.0
H 3.890892 4.890509 1.735688 0.0 -0.1 0.0
H 2.222243 5.457386 1.926292 0.0 0.0 -0.1
H 2.214088 2.693741 -1.624121 0.1 0.1 0.2
H 2.104514 2.902009 2.132586 0.2 0.1 0.1
H 1.433177 0.922153 2.659091 0.1 0.0 0.0
H 2.500562 -0.371001 2.688393 0.1 -0.1 0.1
H 4.376591 -0.202101 1.405234 0.0 -0.1 0.0
O -1.148656 -1.599267 -1.602331 -0.5 -0.1 -0.1
S 0.164817 -1.845810 -2.208962 -0.6 -2.9 -2.8
O 0.172199 -2.872730 -3.227323 0.0 -0.1 0.0
O 1.118113 -2.138959 -1.094533 0.3 -2.0 -0.5
O 0.627827 -0.520918 -2.773001 0.0 -0.6 -1.6
C 2.792219 2.031909 -3.993123 0.0 -0.2 0.1
C 3.242688 0.566934 -4.029074 -0.2 0.2 0.1
Sb 3.303306 -0.446216 -2.102226 1.9 -0.3 -0.9
C 5.475460 -0.131319 -1.966170 0.1 0.5 0.2
C 5.848226 1.359305 -1.811766 -0.1 -0.2 -0.1
C 3.657756 -2.395227 -3.003552 -0.1 0.0 -0.1
C 4.431180 -2.417049 -4.325038 -0.1 -0.1 0.1
H 2.815519 2.490714 -4.986318 0.0 0.0 -0.1
H 3.426894 2.641076 -3.340502 0.0 -0.1 -0.1
H 1.759148 2.109948 -3.636290 0.1 0.0 0.0
H 4.236470 0.470018 -4.474217 0.0 0.0 0.0
H 2.537992 -0.018137 -4.624477 0.0 0.0 0.0
H 5.955542 -0.552265 -2.852296 0.0 0.0 0.0
H 5.836826 -0.704232 -1.103162 0.0 0.1 0.0
H 5.571614 1.927642 -2.710843 0.0 -0.1 0.1
H 6.924794 1.510367 -1.662460 0.0 0.0 0.0
H 5.331907 1.804930 -0.957437 0.0 -0.1 -0.1
H 2.686277 -2.868085 -3.148269 0.0 0.0 0.1
H 4.176399 -2.977317 -2.233892 0.0 0.0 0.0
H 3.863001 -1.933917 -5.123561 0.0 0.0 0.1
H 4.622275 -3.445867 -4.646102 0.0 0.0 0.0
H 5.396316 -1.915383 -4.262999 0.1 0.0 0.0
O -0.989110 -0.813292 1.898516 0.4 0.1 -0.4
Si -2.089974 -1.729188 2.523396 0.0 -0.2 -0.1
C -3.736167 -1.957839 1.580322 -0.2 -0.1 -0.1
C -4.651422 -0.901691 1.486960 0.0 -0.1 0.0
C -5.865747 -1.031255 0.824735 0.0 -0.1 0.0
C -6.202380 -2.240638 0.223935 0.1 0.0 0.1
C -5.312582 -3.305768 0.291188 0.1 0.1 0.1
C -4.097963 -3.162474 0.962173 -0.1 0.1 0.0
C -2.662604 -1.107666 4.233010 0.0 0.2 0.2
C -3.845626 -1.499646 4.870225 0.1 0.1 0.1
C -4.209812 -0.985282 6.114137 0.1 0.0 -0.1
C -3.397897 -0.046367 6.743667 0.0 0.0 -0.1
C -2.221355 0.368535 6.125174 -0.1 -0.1 -0.1
C -1.861141 -0.161123 4.887699 -0.1 -0.1 0.1
C -1.490977 -3.517392 2.789035 0.2 -0.2 -0.1
C -1.776719 -4.305554 3.907871 0.0 -0.1 -0.1
C -1.304015 -5.611966 4.016427 0.1 0.0 -0.1
C -0.527396 -6.159397 2.999166 -0.1 0.1 0.1
C -0.222338 -5.393490 1.877363 -0.1 0.1 0.1
C -0.697018 -4.089369 1.776969 -0.1 0.1 0.1
H -4.400010 0.051668 1.935954 0.0 0.1 0.0
H -6.544960 -0.187070 0.766637 0.0 0.0 0.0
H -7.148355 -2.348494 -0.296149 0.0 0.0 0.0
H -5.560035 -4.249535 -0.182738 0.0 0.0 0.0
H -3.417856 -4.007834 1.000108 0.0 0.0 0.0
H -4.503686 -2.214108 4.378756 0.1 0.1 0.0
H -5.129037 -1.311328 6.590038 0.0 0.0 0.0
H -3.685167 0.366085 7.705610 0.0 0.0 0.0
H -1.590096 1.111596 6.602829 0.0 0.0 0.0
H -0.950474 0.171055 4.390370 -0.1 0.0 0.0
H -2.376370 -3.892209 4.714533 0.0 0.0 0.0
H -1.537709 -6.201776 4.896193 0.0 0.0 0.0
H -0.156624 -7.174809 3.083616 0.0 0.0 0.0
H 0.388961 -5.809391 1.081530 -0.1 0.0 0.1
H -0.444173 -3.492992 0.898510 0.0 -0.1 0.1